[1]
ORCA calculation (wB97M-V/def2-TZVPD) on a structure of composition C6H8O5Tl in a non-equilibrium geometry.

Properties
- ⟨S²⟩: 0.756
- Relative energy (zero: lowest compared OMol25 entry of this formula, charge and spin): 0.00 kcal per mole
- Charge: +2
- Spin multiplicity: 2

XYZ file:
```
20
Properties=species:S:1:pos:R:3:forces:R:3:mulliken_charge:R:1
Tl 0.0139 -2.2287 -1.7748 -1.340 -1.247 -4.331 1.01
O 0.4004 -1.8117 0.0533 1.196 1.114 2.275 -0.47
O 0.5851 -1.6041 2.1834 0.148 0.021 -1.267 -0.29
C -0.2886 -1.3680 3.2992 -0.195 0.431 0.841 -0.28
C -1.3492 -0.4337 2.7034 -0.162 0.158 1.223 -0.25
O -1.0635 -0.4817 1.2979 0.884 -0.805 -2.677 -0.26
C -0.0096 -1.2348 1.0601 -1.187 -0.365 5.374 1.03
H -0.7001 -2.3282 3.6286 0.221 0.180 -0.133 0.28
H 0.2988 -0.9078 4.0988 -0.163 -0.164 -0.189 0.29
H -1.2617 0.6030 3.0430 -0.035 -0.229 -0.211 0.31
H -2.3700 -0.8014 2.8495 0.251 0.191 -0.126 0.28
O 0.1828 0.0563 -2.0177 1.224 -0.862 -0.675 -0.25
C 1.1877 0.8116 -2.7701 0.712 0.332 -0.747 -0.25
C 0.6365 2.2243 -2.6592 0.498 0.360 -0.597 -0.35
O -0.4968 2.0589 -1.7492 -0.301 -1.113 0.777 -0.17
C -0.6813 0.8390 -1.3953 -1.550 1.848 0.294 0.13
H 2.1498 0.6507 -2.2766 -0.153 0.142 -0.119 0.32
H 1.1954 0.3977 -3.7819 0.070 0.252 0.150 0.30
H 0.2448 2.6245 -3.5989 0.084 -0.084 0.254 0.31
H 1.3257 2.9337 -2.1935 -0.204 -0.163 -0.115 0.30
```
Positions in Å, forces in eV/Å.



[2]
ORCA calculation (wB97M-V/def2-TZVPD) on an isolated molecule of C12H17N3O in a non-equilibrium geometry.

Properties
- SMILES: CC(C)c1noc2nc(C(C)(C)C)ncc12
- Relative energy (zero: lowest compared OMol25 entry of this formula, charge and spin): 32.08 kcal per mole
- Charge: 0

XYZ file:
```
33
Properties=species:S:1:pos:R:3:forces:R:3:mulliken_charge:R:1
C -2.0668 -2.5388 -0.9748 1.493 0.143 -0.091 -1.41
C -1.6217 -1.4065 -1.9095 -0.452 0.368 -0.333 0.34
C -2.6917 -0.2707 -1.8186 -0.216 -0.102 -1.171 -1.25
C -0.2363 -0.8895 -1.6166 0.681 0.774 -0.956 -0.06
N 0.7077 -0.7425 -2.5241 -0.575 -0.633 0.749 -0.58
O 1.8388 -0.1409 -1.9013 -0.259 -0.062 0.480 -0.27
C 1.4902 0.1284 -0.6205 0.923 1.465 -0.211 -0.20
N 2.1656 0.8873 0.2472 0.669 -0.625 -2.298 -0.41
C 1.5254 1.2166 1.3402 0.457 -0.793 0.568 -0.16
C 2.3371 2.0799 2.2841 0.096 0.189 0.906 2.08
C 1.4213 2.8131 3.2559 -0.394 0.299 0.456 -1.69
C 3.2973 1.1776 3.0994 -0.449 -0.437 0.220 -1.68
C 3.1715 3.1309 1.5609 -0.769 0.728 -1.080 -1.66
N 0.3310 0.7199 1.7047 -0.842 0.269 -0.249 -0.46
C -0.3328 0.0053 0.7903 0.099 0.535 1.856 -0.23
C 0.2193 -0.2825 -0.4084 -0.818 -1.053 -0.495 1.40
H -1.2829 -3.3166 -0.9681 -0.523 0.131 0.212 0.36
H -2.9948 -2.9376 -1.3148 -0.620 -0.443 -0.370 0.47
H -2.2419 -2.1661 0.0268 0.143 -0.015 0.321 0.25
H -1.5852 -1.8108 -2.9334 -0.114 0.268 0.229 0.30
H -3.6965 -0.7016 -2.0000 0.517 0.057 0.114 0.39
H -2.5720 0.5136 -2.5975 0.198 -0.453 0.538 0.34
H -2.7393 0.2108 -0.8460 0.227 -0.007 0.144 0.29
H 0.8673 2.1036 3.8908 0.009 0.319 -0.348 0.32
H 2.0186 3.4529 3.9374 -0.263 -0.263 -0.457 0.42
H 0.7153 3.4578 2.6895 0.265 -0.378 0.493 0.38
H 4.0855 0.7662 2.4799 0.142 -0.009 -0.312 0.41
H 2.7542 0.2970 3.5229 0.360 0.817 0.010 0.37
H 3.7854 1.7847 3.8846 -0.375 -0.400 -0.192 0.38
H 2.4977 3.8647 1.0098 0.840 -0.926 0.474 0.35
H 3.9025 2.7032 0.8702 -0.272 0.031 -0.008 0.33
H 3.7124 3.7123 2.2946 0.162 0.146 0.289 0.46
H -1.3193 -0.3584 1.0074 -0.337 0.061 0.514 0.42
```
Positions in Å, forces in eV/Å.



[3]
ORCA calculation (wB97M-V/def2-TZVPD) on an isolated molecule of C8H14S2Si in a non-equilibrium geometry.

Properties
- SMILES: CS1#CC=CSC=1[Si](C)(C)C
- Relative energy (zero: lowest compared OMol25 entry of this formula, charge and spin): 1.77 kcal per mole
- Charge: 0

XYZ file:
```
25
Properties=species:S:1:pos:R:3:forces:R:3:mulliken_charge:R:1
C -2.5130 1.8688 0.6661 0.780 0.141 -0.596 -0.86
S -1.9220 0.8929 -0.8324 0.011 -0.484 2.351 0.12
C -3.9355 0.0885 -0.9540 0.637 1.824 -1.451 -0.29
C -4.0256 -1.0205 -0.2718 -0.912 -3.210 1.100 -0.35
C -3.0151 -1.8277 0.3602 1.082 -1.870 0.889 -0.14
S -1.3596 -1.7198 0.4289 0.116 1.234 0.304 -0.03
C -0.6262 -0.2007 0.0334 -1.709 -0.564 -0.999 0.11
Si 1.2998 0.0496 -0.0531 -0.487 -0.600 0.714 0.26
C 1.9796 -0.0054 -1.7604 -0.450 0.370 -2.820 -1.18
C 2.1432 -1.3827 0.9084 -3.103 1.473 1.230 -1.09
C 1.7200 1.6945 0.7608 -2.183 -0.562 0.385 -1.05
H -1.8923 2.7753 0.7551 0.409 -0.728 0.428 0.31
H -2.5048 1.1721 1.5521 -0.184 1.030 -0.996 0.32
H -3.4615 2.3375 0.3865 -0.337 -0.880 0.167 0.39
H -5.0007 -1.6414 -0.2888 1.141 1.701 -0.046 0.22
H -3.3097 -2.8486 0.8368 0.552 1.939 -1.071 0.22
H 1.3690 -0.4729 -2.5780 -0.349 0.427 0.973 0.36
H 2.1558 1.0109 -2.1660 -0.050 -0.280 0.308 0.34
H 2.8779 -0.5559 -2.0049 0.741 -0.085 0.885 0.41
H 1.9158 -2.2576 0.3537 0.269 -1.090 -0.476 0.32
H 3.1495 -1.2754 1.2186 1.044 0.116 -0.081 0.38
H 1.5051 -1.4400 1.8460 0.807 -0.158 -0.745 0.26
H 1.6688 1.5397 1.8329 -0.287 -0.038 0.359 0.30
H 2.7279 1.8679 0.5899 1.996 0.743 -0.680 0.38
H 1.0765 2.5629 0.5261 0.464 -0.446 -0.133 0.29
```
Positions in Å, forces in eV/Å.



[4]
ORCA calculation (wB97M-V/def2-TZVPD) on a cluster of 3 separate species, C40H65BrN2O4S in total in a non-equilibrium geometry.

Properties
- SMILES: C=Cc1c(C[C@H](C)Br)c(CCN(CC)C(C)=O)c([C@H](C)CC)c2c1C(=O)C(S)=C(CCC(N)=O)C2=O.CCCCCC.CCCCCC
- E: -4944.96752 a.u.
- Charge: 0

XYZ file:
```
113
Properties=species:S:1:pos:R:3:forces:R:3:mulliken_charge:R:1
C -1.0322 4.0117 -3.0587 -0.595 -2.340 2.880 -0.56
C -1.3248 3.0987 -1.8835 1.751 0.942 -2.610 -0.48
C -0.1986 1.8996 -1.6446 2.221 -0.657 1.647 0.32
C -0.4249 0.4177 -2.3845 3.290 0.821 2.107 0.01
C -1.7395 0.2551 -3.3431 0.504 0.441 -0.227 -0.72
C -3.1416 -0.0978 -2.5844 -1.331 0.357 -2.746 0.40
C -4.3147 0.8323 -3.3313 0.534 0.603 0.176 -0.98
Br -3.2257 0.3619 -0.6446 0.088 -0.691 -1.193 -0.12
C 0.7254 -0.7702 -2.1305 -0.672 2.935 0.589 0.08
C 0.4353 -2.1984 -2.9048 1.029 -0.150 0.772 -0.84
C -0.4130 -3.2889 -1.9616 1.808 -0.798 -1.022 -0.82
N -1.8972 -3.2536 -2.1922 -1.010 -0.740 3.048 0.82
C -2.3801 -4.3152 -3.1547 0.806 -0.750 -1.803 -0.61
C -2.3848 -5.8471 -2.5446 -1.709 -0.024 0.551 -0.89
C -2.7274 -3.1419 -0.9473 -0.110 1.246 3.973 0.23
C -4.3577 -3.4802 -1.1130 1.267 0.412 0.101 -0.62
O -2.3507 -2.7579 0.2712 -1.094 -2.228 -7.221 -0.63
C 2.0801 -0.5175 -1.1820 -2.085 3.083 0.188 -0.12
C 3.2496 -1.6445 -0.9596 0.264 -0.072 -1.276 0.58
C 4.1129 -1.6958 -2.3912 0.679 0.624 0.065 -1.18
C 2.7132 -3.1424 -0.5667 0.791 -0.437 1.252 0.16
C 3.9245 -3.9733 0.2316 -0.430 0.032 0.342 -1.17
C 2.2570 0.9801 -0.4655 -2.442 -0.400 -1.676 0.16
C 1.1004 2.1693 -0.6845 -0.219 -2.630 -1.203 0.09
C 1.3189 3.6270 0.1073 -0.814 3.291 -1.726 0.03
O 0.9544 4.8122 -0.3884 2.043 -7.363 3.112 -0.57
C 2.0935 3.4748 1.5825 2.822 -3.160 -0.052 -0.05
S 1.5428 4.6752 2.9265 0.857 -0.814 -0.999 -0.19
C 3.1423 2.3953 1.7831 -2.848 2.686 -0.646 0.93
C 3.8758 2.2038 3.2481 -0.677 -0.865 -0.081 -0.61
C 3.9290 0.5843 3.6156 0.104 0.023 0.149 -0.75
C 2.4773 -0.1702 3.5113 -5.461 0.541 -0.189 0.51
N 2.4345 -1.7096 3.4280 0.854 3.602 -1.019 -0.58
O 1.2717 0.4318 3.5330 7.560 -3.111 -0.057 -0.59
C 3.5285 1.4144 0.4840 3.633 -0.285 -0.152 -0.06
O 4.8105 1.1024 0.2883 -7.509 1.263 1.084 -0.64
H -1.7501 3.9429 -3.9802 0.850 1.500 2.272 0.24
H -0.0677 4.6692 -2.9714 -1.286 -2.261 -1.083 0.24
H -2.2848 3.2216 -1.2242 1.466 -1.334 -2.025 0.24
H -1.9069 1.2858 -3.9220 0.595 -2.155 1.551 0.32
H -1.6122 -0.5532 -4.2119 0.007 1.635 2.138 0.17
H -3.4374 -1.2143 -2.8482 0.866 2.280 1.308 -0.03
H -5.3860 0.3463 -3.2556 2.259 1.021 -0.150 0.31
H -4.0097 1.0525 -4.4641 -0.791 -0.822 2.373 0.28
H -4.3084 1.8900 -2.8012 -0.162 -2.217 -1.066 0.30
H -0.0776 -2.0799 -3.9564 0.882 0.057 2.265 0.45
H 1.4963 -2.6941 -3.1218 -2.335 1.118 0.510 0.02
H -0.0361 -4.3550 -2.3456 -0.763 2.151 0.891 0.21
H -0.0567 -3.2078 -0.8533 -1.268 0.113 -2.069 0.10
H -1.5898 -4.3321 -4.0493 -1.703 0.289 1.941 0.43
H -3.4120 -4.0292 -3.6789 2.238 -0.600 1.498 0.32
H -3.5316 -6.1304 -2.3740 2.512 0.441 -0.342 0.29
H -1.9656 -6.6608 -3.2803 -0.571 1.799 1.540 0.28
H -1.9001 -5.8893 -1.4629 -0.728 0.074 -2.469 0.26
H -4.7231 -3.0314 -2.1461 0.511 -1.180 2.252 0.28
H -4.4433 -4.6451 -1.0419 -0.079 2.261 -0.381 0.26
H -4.9194 -2.9984 -0.1905 1.356 -0.933 -2.080 -0.01
H 4.0568 -1.3553 -0.1382 -2.152 -0.085 -1.646 0.33
H 5.2507 -1.9420 -2.1362 -2.549 0.238 -0.684 0.34
H 4.1401 -0.6395 -2.9329 -0.190 -2.166 1.375 0.28
H 3.6636 -2.4476 -3.1685 0.926 1.246 1.634 0.31
H 1.8326 -3.0684 0.2272 1.688 -0.105 -1.904 0.11
H 2.4146 -3.8053 -1.4865 0.370 1.518 1.746 0.13
H 4.8488 -4.1980 -0.4502 -1.769 0.570 1.282 0.31
H 3.5107 -5.0029 0.6364 0.789 2.082 -0.932 0.36
H 4.2694 -3.3612 1.1898 -0.612 -1.204 -2.119 0.19
H 2.5598 4.7506 3.8979 -0.675 -0.546 -1.468 0.16
H 4.9551 2.6568 3.2690 -1.991 -1.038 -0.254 0.19
H 3.2782 2.7055 4.1387 0.946 -0.909 -2.298 0.37
H 4.3039 0.4582 4.7360 -0.781 0.207 -2.401 0.43
H 4.7031 0.0723 2.8963 -1.599 0.805 1.428 0.28
H 1.5779 -1.9515 2.8789 1.037 0.285 0.758 0.31
H 3.3095 -2.0812 2.9876 -1.216 0.436 0.516 0.30
C -8.7798 -5.6302 3.9753 -0.193 -0.019 0.166 -1.21
C -8.7152 -4.6520 2.8133 0.057 -0.047 -0.173 -0.51
C -7.3157 -4.5280 2.2049 -0.003 0.109 -0.065 -0.44
C -6.2358 -3.9910 3.1511 0.008 -0.083 0.107 -0.65
C -6.5241 -2.6159 3.7593 0.130 -0.097 0.015 -0.42
C -6.6306 -1.5112 2.7203 -0.075 0.202 0.036 -1.07
H -8.1474 -5.3111 4.8088 -0.049 -0.069 -0.068 0.28
H -9.8077 -5.7050 4.3482 0.177 -0.055 0.004 0.38
H -8.4608 -6.6298 3.6618 0.005 0.092 0.069 0.29
H -9.0813 -3.6717 3.1366 0.059 -0.035 -0.047 0.25
H -9.4040 -4.9938 2.0315 0.057 0.091 0.053 0.38
H -7.3740 -3.8877 1.3172 0.022 -0.029 0.049 0.22
H -6.9975 -5.5139 1.8430 -0.045 0.056 0.030 0.39
H -5.2872 -3.9437 2.6015 -0.059 0.027 0.054 0.30
H -6.0746 -4.7075 3.9649 -0.013 0.025 -0.082 0.35
H -5.7117 -2.3654 4.4519 -0.108 -0.069 -0.042 0.36
H -7.4401 -2.6461 4.3601 0.060 -0.048 -0.034 0.26
H -5.7067 -1.4331 2.1383 -0.080 -0.002 0.007 0.21
H -6.8023 -0.5480 3.2118 0.032 -0.067 -0.144 0.38
H -7.4613 -1.6825 2.0303 0.064 0.026 0.014 0.27
C 5.8036 4.3110 0.3674 0.095 -0.080 0.109 -0.97
C 5.3860 5.6661 0.9154 -0.120 0.054 -0.061 -0.12
C 4.7835 6.5884 -0.1479 -0.051 0.109 0.065 -0.36
C 5.7273 6.9704 -1.2939 0.059 -0.143 -0.031 -0.80
C 7.0282 7.6566 -0.8687 -0.068 -0.042 -0.158 -0.41
C 6.8031 8.9878 -0.1698 0.174 0.110 0.127 -1.19
H 6.5883 4.4044 -0.3889 -0.066 -0.046 0.045 0.42
H 6.1944 3.6819 1.1753 -0.059 -0.036 -0.198 0.32
H 4.9501 3.7922 -0.0817 0.177 0.075 0.019 0.06
H 6.2425 6.1471 1.3998 -0.039 0.033 -0.026 0.37
H 4.6381 5.5085 1.7017 0.023 0.064 -0.045 0.05
H 4.4182 7.4982 0.3423 0.008 -0.061 -0.062 0.37
H 3.8981 6.1034 -0.5778 0.058 0.028 0.076 0.04
H 5.1857 7.6322 -1.9815 0.054 -0.040 0.061 0.42
H 5.9768 6.0751 -1.8749 -0.044 0.053 0.043 0.31
H 7.6368 7.8318 -1.7638 -0.035 -0.074 0.085 0.39
H 7.6173 6.9961 -0.2225 -0.067 0.007 -0.058 0.22
H 6.2552 9.6801 -0.8169 0.005 -0.053 0.094 0.29
H 7.7644 9.4485 0.0801 -0.145 0.029 0.002 0.38
H 6.2429 8.8670 0.7615 0.015 0.043 -0.085 0.29
```
Positions in Å, forces in eV/Å.



[5]
ORCA calculation (wB97M-V/def2-TZVPD) on a structure of composition C4H8O2 in a non-equilibrium geometry.

Properties
- Relative energy (zero: lowest compared OMol25 entry of this formula, charge and spin): 82.40 kcal per mole
- Charge: 0

XYZ file:
```
14
Properties=species:S:1:pos:R:3:forces:R:3:mulliken_charge:R:1
C -2.0694 -0.2475 -0.4827 -0.400 1.461 0.683 -0.83
C -0.9681 0.7751 0.8267 -0.633 -1.279 -0.813 -0.63
C 0.2183 0.0434 0.3589 0.216 -1.001 -0.341 0.78
O 0.0679 -0.9971 -0.2443 1.737 -0.631 0.272 -0.58
O 1.4387 0.5772 0.4850 -0.119 0.268 0.048 -0.36
C 2.4170 -0.1596 -0.2653 0.325 -0.009 -0.045 -0.60
H -3.0064 -0.1211 0.0163 -0.857 0.525 -0.290 0.37
H -1.9271 0.2936 -1.4119 -0.372 0.291 0.138 0.29
H -1.9730 -1.3424 -0.7396 0.639 1.417 1.196 0.27
H -0.7288 1.8506 1.1187 -1.013 -0.998 -1.355 0.27
H -1.4573 0.3390 1.6909 0.450 -0.306 0.253 0.24
H 3.3049 0.4684 -0.2948 -0.048 -0.031 0.057 0.22
H 2.6353 -1.1160 0.2185 -0.042 0.186 -0.055 0.27
H 2.0480 -0.3636 -1.2762 0.117 0.107 0.253 0.29
```
Positions in Å, forces in eV/Å.



no.,molecular weight (g/mol)
1,364.5
2,219.3
3,202.4
4,749.9
5,88.1